{"formula": "C46H67BIN6PPt", "method": "ωB97M-V/def2-TZVPD", "fmax_ha_per_bohr": 0.026, "spin_multiplicity": 5, "charge": 2, "homo_ev": [-13.09, -13.48], "symbols": ["Pt", "C", "C", "C", "C", "C", "C", "N", "N", "B", "N", "C", "C", "C", "N", "C", "C", "C", "N", "C", "C", "C", "N", "C", "C", "C", "H", "H", "H", "H", "H", "H", "H", "H", "H", "H", "H", "H", "H", "H", "H", "H", "H", "H", "H", "H", "H", "H", "H", "H", "H", "H", "H", "H", "I", "C", "C", "C", "C", "C", "C", "C", "C", "C", "C", "H", "H", "H", "H", "H", "H", "C", "C", "C", "C", "C", "C", "P", "C", "C", "C", "C", "C", "C", "C", "C", "C", "C", "C", "C", "H", "H", "H", "H", "H", "H", "H", "H", "H", "H", "H", "H", "H", "H", "H", "H", "H", "H", "H", "H", "H", "H", "H", "H", "H", "H", "H", "H", "H", "H", "H", "H", "H"], "xyz": [[-0.258, 0.585, 0.751], [4.651, -0.930, 2.092], [3.245, -0.531, 2.553], [3.015, 0.966, 2.422], [2.193, -1.422, 1.930], [2.326, -2.813, 1.885], [1.120, -3.296, 1.432], [0.311, -2.267, 1.178], [0.942, -1.093, 1.504], [-1.221, -2.410, 0.933], [-2.020, -1.476, 1.888], [-3.019, -1.825, 2.711], [-3.716, -0.698, 3.083], [-3.086, 0.376, 2.443], [-2.046, -0.109, 1.727], [-3.545, 1.807, 2.420], [-4.908, 1.894, 1.712], [-3.642, 2.389, 3.837], [-1.572, -2.031, -0.512], [-2.361, -2.724, -1.355], [-2.769, -1.874, -2.351], [-2.212, -0.622, -2.024], [-1.469, -0.738, -0.913], [-2.487, 0.671, -2.746], [-3.991, 0.984, -2.704], [-1.979, 0.600, -4.191], [5.391, -0.384, 2.679], [4.849, -1.997, 2.229], [4.810, -0.682, 1.042], [3.192, -0.774, 3.613], [2.774, 1.259, 1.394], [2.208, 1.290, 3.070], [3.916, 1.512, 2.722], [3.185, -3.391, 2.209], [0.768, -4.313, 1.299], [-1.540, -3.555, 1.133], [-3.183, -2.867, 2.959], [-4.586, -0.653, 3.727], [-2.831, 2.372, 1.833], [-5.661, 1.307, 2.248], [-5.249, 2.933, 1.680], [-4.852, 1.516, 0.688], [-4.415, 1.864, 4.411], [-2.707, 2.299, 4.393], [-3.917, 3.447, 3.799], [-2.586, -3.770, -1.174], [-3.424, -2.105, -3.185], [-1.974, 1.470, -2.226], [-4.567, 0.208, -3.221], [-4.356, 1.048, -1.676], [-4.192, 1.938, -3.198], [-2.493, -0.198, -4.740], [-2.173, 1.541, -4.714], [-0.900, 0.395, -4.239], [-0.025, 2.810, 2.622], [0.538, 3.944, 0.970], [0.859, 5.249, 1.208], [1.208, 6.089, 0.131], [1.221, 5.588, -1.135], [0.908, 4.231, -1.382], [0.973, 3.723, -2.706], [0.742, 2.402, -2.968], [0.396, 1.538, -1.918], [0.276, 1.983, -0.616], [0.552, 3.362, -0.311], [0.843, 5.643, 2.217], [1.464, 7.126, 0.319], [1.481, 6.223, -1.979], [1.222, 4.409, -3.513], [0.800, 2.023, -3.986], [0.210, 0.494, -2.137], [5.097, -5.285, -2.403], [5.696, -3.875, -2.168], [4.615, -2.840, -1.802], [3.352, -3.113, -2.638], [2.718, -4.493, -2.265], [3.769, -5.440, -1.664], [2.181, -1.751, -2.489], [0.772, -1.872, -3.616], [1.271, -1.479, -5.042], [0.361, -2.107, -6.118], [-1.093, -2.147, -5.647], [-1.250, -3.106, -4.444], [0.047, -3.227, -3.619], [2.956, -0.115, -2.632], [3.325, 0.496, -1.254], [3.777, 1.953, -1.416], [4.689, 2.155, -2.654], [5.275, 0.827, -3.140], [4.157, -0.102, -3.632], [5.803, -6.053, -2.091], [4.921, -5.446, -3.472], [6.227, -3.540, -3.064], [6.431, -3.900, -1.361], [5.005, -1.828, -1.951], [4.348, -2.922, -0.743], [3.608, -3.101, -3.705], [2.308, -4.950, -3.164], [1.889, -4.369, -1.566], [3.399, -6.465, -1.721], [3.916, -5.219, -0.601], [0.067, -1.114, -3.248], [2.304, -1.798, -5.212], [1.254, -0.392, -5.135], [0.698, -3.121, -6.349], [0.464, -1.529, -7.032], [-1.745, -2.460, -6.461], [-1.411, -1.133, -5.371], [-1.533, -4.102, -4.794], [-2.053, -2.758, -3.795], [0.699, -3.980, -4.065], [-0.179, -3.557, -2.602], [2.141, 0.490, -3.035], [4.115, -0.087, -0.785], [2.458, 0.459, -0.600], [4.301, 2.252, -0.505], [2.897, 2.593, -1.493], [5.488, 2.858, -2.420], [4.116, 2.601, -3.473], [5.848, 0.353, -2.334], [5.973, 0.990, -3.960], [4.556, -1.100, -3.818], [3.792, 0.263, -4.591]], "forces_ev_per_angstrom": [[-0.410, -0.084, 0.266], [0.055, -0.087, 0.032], [-0.025, 0.000, -0.273], [0.127, 0.041, -0.068], [-0.183, 0.015, 0.094], [0.292, -0.063, 0.043], [-0.040, -0.175, -0.128], [-0.114, 0.145, 0.317], [0.112, -0.165, -0.368], [-0.026, -0.014, 0.007], [0.021, 0.292, -0.218], [0.015, -0.174, -0.087], [-0.173, 0.163, 0.209], [0.205, -0.283, -0.222], [-0.271, -0.197, 0.410], [-0.182, -0.186, 0.148], [-0.023, 0.006, 0.020], [-0.112, -0.054, -0.047], [0.007, 0.035, 0.196], [-0.056, -0.070, 0.292], [-0.778, 0.661, 0.626], [-0.192, 0.134, 0.013], [0.048, -0.497, -0.199], [-0.133, -0.218, -0.088], [0.008, -0.091, -0.106], [-0.240, 0.305, 0.172], [-0.038, -0.024, -0.041], [-0.025, 0.192, -0.037], [-0.003, -0.022, 0.000], [-0.012, -0.018, 0.226], [0.024, 0.021, 0.075], [0.053, -0.028, -0.025], [-0.127, -0.104, -0.036], [-0.279, 0.149, -0.097], [0.076, 0.243, 0.052], [0.112, 0.233, -0.011], [0.046, 0.203, -0.060], [0.228, -0.006, -0.164], [0.188, 0.178, -0.101], [0.078, 0.073, -0.053], [0.058, -0.132, 0.004], [0.009, 0.021, 0.082], [0.114, 0.090, -0.086], [0.028, -0.008, -0.037], [0.025, -0.132, -0.020], [0.077, 0.278, -0.024], [-0.118, 0.313, 0.555], [0.121, 0.180, 0.140], [0.066, 0.119, 0.074], [0.058, -0.030, -0.079], [0.021, -0.074, 0.031], [-0.164, 0.536, 0.353], [0.029, -0.042, 0.050], [-0.307, 0.137, 0.012], [-0.147, -0.041, 0.123], [-0.083, -0.181, 0.169], [0.101, 0.338, -0.120], [0.000, 0.079, 0.311], [0.021, 0.017, -0.264], [-0.016, -0.032, -0.123], [-0.057, 0.119, -0.136], [-0.106, 0.114, -0.098], [-0.123, 0.241, -0.072], [-0.020, 0.039, 0.251], [0.084, -0.081, -0.322], [0.004, 0.001, -0.083], [-0.052, -0.126, -0.002], [-0.028, -0.100, 0.125], [-0.032, -0.097, 0.145], [0.014, 0.089, 0.113], [-0.109, 0.148, 0.101], [-0.024, 0.199, -0.015], [-0.108, -0.086, 0.025], [0.063, -0.210, -0.019], [-0.043, -0.182, 0.217], [0.275, 0.064, 0.046], [0.078, 0.146, 0.021], [-0.100, -0.032, 0.133], [-0.018, -0.010, 0.038], [-0.235, -0.191, -0.082], [-0.079, -0.015, 0.165], [0.209, -0.078, 0.057], [0.207, -0.128, -0.457], [-0.122, 0.112, -0.185], [0.262, 0.051, 0.138], [0.053, 0.003, -0.406], [0.144, -0.039, -0.126], [-0.057, -0.136, 0.122], [-0.105, 0.012, 0.087], [0.024, 0.166, 0.091], [0.020, 0.022, -0.001], [0.032, 0.013, 0.055], [-0.036, -0.039, 0.074], [-0.028, -0.030, -0.052], [-0.063, -0.168, 0.041], [0.006, 0.014, -0.042], [0.117, -0.110, -0.032], [0.008, 0.005, -0.032], [-0.031, 0.052, 0.042], [0.025, 0.050, -0.018], [-0.035, -0.024, -0.043], [0.085, -0.190, -0.137], [-0.030, 0.010, 0.031], [0.036, 0.058, 0.012], [0.028, 0.025, 0.012], [0.008, 0.045, -0.122], [-0.004, -0.047, -0.032], [0.479, -0.875, -0.414], [0.076, 0.010, -0.028], [0.854, -0.532, -0.887], [-0.014, 0.025, 0.006], [0.021, 0.034, -0.064], [0.246, -0.074, -0.061], [0.013, -0.134, -0.040], [-0.008, -0.135, 0.105], [0.002, -0.027, -0.044], [0.182, -0.057, 0.044], [-0.026, -0.015, -0.014], [-0.014, -0.014, 0.019], [-0.069, 0.039, -0.086], [0.030, 0.017, -0.002], [-0.007, 0.070, -0.007], [-0.046, 0.025, -0.072]]}